{"formula": "C47H53Cl2KN11O3S", "method": "ωB97M-V/def2-TZVPD", "elements": ["K", "Cl", "C", "C", "C", "N", "C", "O", "C", "C", "C", "C", "C", "N", "C", "C", "C", "Cl", "N", "C", "O", "C", "C", "C", "C", "C", "N", "H", "H", "H", "H", "H", "H", "H", "H", "H", "H", "C", "N", "C", "C", "N", "C", "C", "C", "C", "C", "C", "N", "C", "N", "C", "C", "N", "C", "C", "N", "C", "C", "H", "H", "H", "H", "H", "H", "H", "H", "H", "H", "H", "H", "H", "H", "H", "H", "H", "H", "H", "H", "H", "H", "H", "H", "H", "H", "H", "H", "N", "S", "C", "C", "C", "C", "C", "C", "C", "C", "C", "C", "C", "C", "H", "H", "H", "H", "H", "H", "H", "H", "H", "H", "H", "C", "O", "H", "H", "H", "H"], "coordinates": [[0.962, 0.398, 1.503], [4.697, 1.171, 7.853], [3.414, 0.801, 6.725], [3.577, 1.135, 5.393], [2.600, 0.866, 4.431], [2.825, 1.145, 3.072], [3.366, 2.298, 2.718], [3.551, 3.358, 3.357], [3.865, 2.306, 1.279], [5.144, 2.807, 1.026], [5.611, 2.845, -0.273], [4.783, 2.403, -1.300], [3.520, 1.952, -0.968], [3.058, 1.896, 0.290], [1.424, 0.187, 4.843], [1.274, -0.127, 6.197], [2.243, 0.179, 7.134], [1.959, -0.226, 8.810], [0.393, -0.053, 3.927], [-0.314, -1.166, 3.957], [-0.130, -2.258, 4.543], [-1.575, -1.082, 3.109], [-2.789, -1.470, 3.682], [-3.935, -1.451, 2.912], [-3.840, -1.080, 1.572], [-2.592, -0.739, 1.084], [-1.481, -0.724, 1.824], [4.490, 1.626, 5.083], [5.736, 3.156, 1.864], [6.606, 3.221, -0.490], [5.103, 2.423, -2.337], [2.836, 1.608, -1.736], [0.372, -0.633, 6.515], [-2.801, -1.793, 4.716], [-4.890, -1.745, 3.333], [-4.711, -1.065, 0.925], [-2.453, -0.485, 0.037], [0.708, -2.567, -5.214], [-0.445, -2.796, -4.339], [-1.578, -3.361, -5.074], [-0.707, -1.804, -3.362], [0.113, -1.314, -2.530], [1.492, -1.496, -2.358], [2.430, -0.752, -3.080], [3.788, -0.850, -2.820], [4.226, -1.660, -1.777], [3.303, -2.388, -1.042], [1.933, -2.351, -1.339], [1.042, -3.060, -0.532], [0.755, -4.308, -0.482], [1.114, -5.338, -1.367], [0.042, -6.221, -1.820], [2.088, -5.115, -2.420], [-0.073, -4.772, 0.538], [-0.677, -3.769, 1.404], [0.332, -5.982, 1.253], [-2.052, -1.327, -3.323], [-2.982, -2.186, -2.588], [-2.168, 0.060, -2.865], [0.939, -3.492, -5.743], [1.582, -2.279, -4.648], [0.502, -1.786, -5.960], [-1.189, -3.890, -5.942], [-2.280, -2.595, -5.414], [-2.121, -4.087, -4.470], [2.068, -0.090, -3.861], [4.493, -0.267, -3.400], [5.280, -1.718, -1.529], [3.620, -3.010, -0.214], [-0.372, -5.864, -2.773], [-0.758, -6.259, -1.090], [0.432, -7.230, -1.974], [1.681, -4.511, -3.235], [2.371, -6.090, -2.824], [2.981, -4.634, -2.042], [-0.964, -2.910, 0.812], [-0.003, -3.433, 2.197], [-1.566, -4.198, 1.874], [1.156, -6.471, 0.743], [-0.499, -6.691, 1.334], [0.651, -5.721, 2.266], [-2.803, -3.237, -2.801], [-4.006, -1.945, -2.882], [-2.888, -2.046, -1.505], [-1.573, 0.713, -3.503], [-1.829, 0.195, -1.832], [-3.216, 0.356, -2.946], [-1.050, 2.150, 0.538], [-2.555, 2.441, 0.294], [-2.753, 3.510, -1.161], [-4.016, 3.909, -1.584], [-4.140, 4.671, -2.737], [-3.004, 5.029, -3.458], [-1.748, 4.622, -3.028], [-1.618, 3.850, -1.876], [-3.195, 3.605, 1.511], [-2.772, 4.928, 1.559], [-3.241, 5.751, 2.571], [-4.124, 5.251, 3.526], [-4.534, 3.926, 3.475], [-4.065, 3.095, 2.464], [-0.503, 3.010, 0.662], [-4.893, 3.636, -1.001], [-5.120, 4.991, -3.072], [-3.103, 5.621, -4.362], [-0.864, 4.906, -3.589], [-0.647, 3.516, -1.516], [-2.077, 5.308, 0.817], [-2.914, 6.783, 2.620], [-4.481, 5.897, 4.320], [-5.208, 3.536, 4.228], [-4.361, 2.050, 2.419], [1.848, 5.029, -0.910], [1.096, 4.395, 0.114], [1.153, 5.642, -1.486], [2.320, 4.310, -1.584], [2.625, 5.681, -0.501], [1.673, 3.821, 0.639]], "forces_ev_per_angstrom": [[-0.2, -0.1, -1.1], [-0.1, 0.0, 0.0], [0.0, 0.0, 0.0], [0.0, 0.1, -0.1], [0.0, 0.1, 0.0], [0.4, 0.1, 0.3], [-0.1, 0.0, 0.4], [0.1, -0.3, -0.2], [-0.2, 0.1, -0.2], [0.1, 0.0, 0.0], [0.0, 0.0, 0.1], [0.0, 0.1, 0.0], [-0.1, 0.0, 0.2], [0.2, 0.1, -0.1], [0.0, -0.2, 0.0], [0.0, -0.1, 0.0], [0.0, 0.0, 0.0], [0.0, 0.0, -0.1], [-0.2, 0.1, 0.5], [0.3, 0.0, 0.2], [-0.2, 0.3, 0.0], [0.1, -0.2, -0.2], [-0.1, 0.0, 0.1], [0.0, 0.0, -0.1], [0.0, 0.0, 0.1], [0.2, -0.1, 0.0], [-0.4, -0.2, 0.3], [-0.1, 0.0, 0.0], [-0.1, 0.0, -0.1], [0.0, 0.0, 0.0], [0.0, 0.0, 0.1], [0.0, 0.0, 0.0], [0.0, 0.0, 0.0], [0.0, 0.0, -0.1], [0.0, 0.0, 0.0], [0.1, 0.0, 0.0], [-0.1, 0.1, 0.1], [-0.1, 0.0, 0.1], [-0.1, 0.1, 0.0], [0.1, 0.2, 0.1], [0.1, -0.3, 0.2], [0.0, 0.4, -0.3], [-0.3, -0.1, -0.2], [-0.1, 0.0, 0.0], [0.0, 0.0, 0.1], [-0.1, 0.0, 0.0], [0.0, 0.1, -0.1], [0.1, -0.5, 0.1], [0.2, -0.2, 0.2], [-0.1, 0.2, -0.2], [0.0, 0.1, 0.0], [0.1, 0.0, 0.0], [-0.1, -0.1, 0.1], [0.2, 0.1, 0.0], [0.0, -0.1, -0.1], [-0.2, 0.1, 0.0], [-0.1, 0.0, -0.1], [0.1, 0.0, 0.0], [0.1, -0.1, 0.0], [0.0, 0.0, 0.0], [0.0, 0.0, 0.1], [0.0, 0.0, 0.0], [0.0, 0.0, 0.0], [0.0, 0.0, 0.0], [0.0, 0.0, 0.0], [0.0, 0.0, 0.1], [0.0, 0.0, 0.0], [0.0, 0.0, 0.0], [0.0, 0.0, 0.0], [0.0, 0.0, 0.0], [0.0, 0.0, 0.0], [0.0, 0.0, 0.0], [0.0, 0.1, -0.1], [0.0, 0.0, 0.0], [0.1, 0.0, 0.1], [0.0, 0.0, 0.0], [0.0, 0.0, 0.0], [0.0, 0.0, 0.0], [0.0, 0.0, 0.0], [0.0, 0.0, 0.0], [0.0, 0.0, 0.0], [0.0, 0.0, 0.0], [0.0, 0.0, 0.0], [0.0, 0.0, 0.0], [0.0, 0.0, 0.0], [0.0, 0.0, -0.1], [0.0, 0.0, 0.0], [0.3, 0.1, 0.0], [-0.1, 0.2, -0.1], [0.0, 0.0, 0.0], [0.0, 0.0, 0.0], [0.0, 0.0, 0.1], [0.1, 0.0, 0.0], [-0.1, 0.0, 0.0], [0.1, 0.0, 0.0], [-0.1, 0.0, 0.0], [0.0, 0.0, 0.0], [0.0, 0.0, 0.0], [0.0, 0.0, 0.0], [0.0, 0.0, 0.0], [0.0, 0.0, 0.0], [-0.2, -0.1, -0.1], [0.1, 0.0, -0.1], [0.0, 0.0, 0.0], [0.0, 0.0, 0.1], [0.0, 0.0, 0.0], [-0.1, 0.0, 0.0], [0.0, 0.0, 0.0], [0.0, 0.0, 0.0], [0.0, 0.0, -0.1], [0.0, 0.0, 0.0], [0.1, 0.1, 0.0], [-0.1, 0.0, 0.2], [0.0, 0.1, 0.0], [0.0, 0.0, 0.0], [0.0, -0.1, 0.0], [0.0, 0.0, 0.0], [0.1, 0.1, -0.2]], "mulliken_charge": [0.3833, -0.2655, -0.0184, -0.2953, -0.4312, -0.1246, 0.2595, -0.7325, 0.3980, -0.7376, -0.6590, -0.8123, -1.1919, 0.9828, -0.2992, -0.3873, 0.0699, -0.2682, -0.2073, 0.1696, -0.7604, 0.3085, -0.6397, -0.7857, -0.9179, 0.0690, 1.4051, 0.4948, 0.5153, 0.3928, 0.4745, 0.8924, 0.4757, 0.5446, 0.4401, 0.5062, -0.1576, -1.0632, 0.6360, -1.0948, -0.1033, 0.0975, -0.6980, 0.2149, -0.7693, -0.8455, -0.3875, -0.4034, -0.0279, 0.5604, 0.1610, -1.1676, -0.7624, 0.2212, -0.6839, -1.2501, 0.0950, -0.6893, -0.6399, 0.4552, 0.2386, 0.3078, 0.3828, 0.3650, 0.2377, 0.5756, 0.4126, 0.4187, 0.5935, 0.2393, 0.4509, 0.2818, 0.1380, 0.3485, 0.3081, -0.3133, 0.4586, 0.3581, 0.4345, 0.2982, 0.3443, 0.2623, 0.3507, 0.0215, 0.3328, -0.1694, 0.4068, 0.1066, 0.3896, 0.0394, -0.7419, -0.5633, -0.4980, -0.7023, -0.0382, 0.4096, -0.3364, -0.6732, -0.4411, -0.5642, -0.3068, -0.0648, 0.4219, 0.3793, 0.3750, 0.4267, 0.5708, 0.3906, 0.3851, 0.3687, 0.3989, 0.3303, -0.7174, -0.4061, 0.3045, 0.2255, 0.3269, 0.1747], "total_charge": -1}

=====

{"formula": "C47H54AsLuNO2SSe2", "method": "ωB97M-V/def2-TZVPD", "elements": ["Lu", "C", "C", "C", "C", "C", "C", "C", "Se", "C", "C", "C", "C", "C", "C", "O", "C", "C", "C", "C", "C", "C", "C", "C", "C", "O", "C", "C", "C", "C", "C", "C", "H", "H", "H", "H", "H", "H", "H", "H", "H", "H", "H", "H", "H", "H", "H", "H", "H", "H", "H", "H", "H", "H", "H", "H", "H", "H", "H", "H", "H", "H", "H", "H", "H", "H", "H", "H", "H", "H", "H", "H", "S", "C", "C", "C", "C", "C", "C", "As", "C", "C", "C", "C", "C", "C", "C", "C", "C", "C", "C", "C", "H", "H", "H", "H", "H", "H", "H", "H", "H", "H", "H", "H", "H", "H", "Se", "C", "N"], "coordinates": [[-2.205, 0.453, 0.189], [4.083, -1.899, -4.514], [3.870, -2.630, -3.219], [3.780, -4.153, -3.456], [5.093, -2.281, -2.318], [2.596, -2.224, -2.525], [2.614, -1.365, -1.429], [1.378, -0.874, -0.905], [1.431, 0.499, 0.479], [0.591, -0.478, 1.858], [1.289, -1.502, 2.372], [1.049, -2.082, 3.582], [0.126, -1.494, 4.371], [-0.761, -0.540, 3.894], [-0.531, 0.010, 2.632], [-1.382, 0.947, 2.074], [-2.003, -0.226, 4.779], [-2.817, 0.959, 4.303], [-1.446, 0.151, 6.185], [-2.822, -1.516, 4.790], [1.822, -3.337, 4.050], [1.005, -4.230, 5.018], [3.068, -2.832, 4.802], [2.316, -4.188, 2.837], [0.206, -1.075, -1.516], [-0.915, -0.460, -1.106], [0.113, -1.956, -2.591], [1.331, -2.523, -3.026], [-1.185, -2.379, -3.242], [-1.914, -1.203, -3.895], [-2.081, -2.998, -2.144], [-0.920, -3.425, -4.282], [5.093, -2.141, -4.805], [3.396, -2.278, -5.259], [3.908, -0.849, -4.332], [4.815, -4.593, -3.589], [3.338, -4.670, -2.620], [3.179, -4.409, -4.354], [5.992, -2.692, -2.781], [5.221, -1.229, -2.303], [5.091, -2.587, -1.238], [3.490, -1.153, -0.861], [2.137, -1.944, 1.801], [0.117, -1.828, 5.392], [-2.217, 1.899, 4.407], [-3.058, 0.818, 3.265], [-3.716, 0.954, 4.954], [-0.506, 0.656, 6.038], [-2.134, 0.828, 6.665], [-1.107, -0.725, 6.721], [-3.186, -1.783, 3.859], [-2.315, -2.413, 5.032], [-3.645, -1.427, 5.520], [0.701, -3.768, 5.964], [0.092, -4.473, 4.479], [1.650, -4.985, 5.184], [2.850, -2.147, 5.618], [3.545, -3.648, 5.297], [3.767, -2.295, 4.199], [1.418, -4.691, 2.483], [2.773, -3.587, 2.020], [2.966, -4.964, 3.164], [1.293, -3.290, -3.824], [-1.893, -0.372, -3.174], [-1.372, -0.802, -4.708], [-2.878, -1.517, -4.218], [-2.539, -2.235, -1.563], [-2.950, -3.509, -2.589], [-1.577, -3.753, -1.552], [-0.203, -3.220, -5.049], [-0.493, -4.376, -3.852], [-1.791, -3.621, -4.884], [-4.225, 1.783, -0.924], [-4.092, 3.520, -0.769], [-5.224, 4.279, -0.692], [-5.150, 5.646, -0.668], [-3.890, 6.289, -0.558], [-2.756, 5.557, -0.633], [-2.856, 4.188, -0.823], [-1.326, 3.078, -0.897], [0.060, 4.114, -0.066], [0.942, 5.004, -0.661], [1.847, 5.700, 0.157], [1.881, 5.606, 1.499], [0.957, 4.802, 2.111], [0.082, 4.021, 1.348], [-0.693, 3.333, -2.784], [-1.117, 4.422, -3.497], [-0.603, 4.600, -4.784], [0.209, 3.638, -5.363], [0.562, 2.468, -4.644], [0.099, 2.356, -3.362], [-6.202, 3.816, -0.661], [-6.063, 6.209, -0.635], [-3.783, 7.370, -0.552], [-1.824, 6.027, -0.695], [0.968, 5.195, -1.753], [2.590, 6.299, -0.362], [2.538, 6.192, 2.084], [0.989, 4.759, 3.154], [-0.569, 3.336, 1.837], [-1.784, 5.125, -3.074], [-0.813, 5.497, -5.391], [0.699, 3.933, -6.304], [1.243, 1.646, -5.097], [0.224, 1.459, -2.767], [-4.190, -1.572, 0.738], [-2.823, -2.663, 1.319], [-1.942, -3.368, 1.620]], "forces_ev_per_angstrom": [[0.3, 0.0, 0.2], [-0.3, -0.4, 0.1], [0.1, -1.3, 1.8], [1.4, -0.5, -0.9], [0.0, -1.2, 0.3], [-0.4, 1.6, 0.7], [-1.9, -0.3, 0.5], [3.6, 1.3, 0.8], [0.0, -0.1, -1.0], [-1.5, 1.7, 1.4], [2.3, -2.1, -1.1], [0.7, -1.6, 0.1], [-0.6, 0.1, 0.6], [-0.7, 0.7, 0.1], [-0.3, 0.5, -1.6], [1.0, -1.0, -0.3], [2.0, -0.3, 0.0], [-0.1, 0.1, 0.7], [0.3, -0.5, -1.1], [-0.7, 1.1, 2.0], [1.0, 1.6, 0.1], [-1.7, 3.2, -1.5], [-0.7, 0.2, 0.7], [-1.5, 0.9, 0.2], [-3.4, 0.1, -0.6], [0.1, -0.1, 0.1], [1.9, -1.2, -0.9], [-0.7, -0.6, -0.8], [-0.1, -0.1, 0.5], [1.0, 0.5, 1.6], [-0.6, -0.6, -1.2], [0.5, -1.9, -0.2], [0.4, 0.4, -0.5], [-0.2, 0.1, -0.3], [0.2, 0.4, -0.3], [-1.0, 0.4, -0.1], [-0.2, -0.1, 0.4], [0.4, 0.2, 0.5], [0.0, -0.1, 0.0], [0.1, 1.2, 0.0], [-0.4, -0.2, -1.1], [0.5, 0.3, 0.1], [-0.8, 0.8, 0.2], [-0.7, -0.1, 0.3], [-0.7, -0.7, -0.1], [-0.6, 0.2, 0.0], [0.3, 0.5, -0.4], [0.3, 0.8, -0.2], [-0.2, -0.2, 0.7], [-0.7, -0.3, 0.7], [-1.1, 0.1, -2.1], [1.2, -0.7, 0.8], [0.0, 0.0, -0.3], [0.3, 0.1, -0.2], [-0.1, -0.6, 0.1], [1.6, -3.2, 0.9], [-0.5, 0.2, 0.1], [0.7, -0.8, 0.1], [0.5, 0.1, -0.8], [0.0, 0.0, -0.6], [-0.2, -0.6, 0.7], [0.9, -0.5, 0.3], [0.1, 0.8, 0.5], [-0.8, -0.3, -0.2], [0.7, 0.1, -1.3], [-1.0, 0.0, -0.1], [0.0, 0.5, 0.8], [0.2, 0.0, -0.3], [0.3, 0.2, 0.3], [0.7, 0.9, -0.4], [-0.9, 0.7, -0.2], [-0.8, -0.4, 0.2], [-0.3, -0.6, 0.0], [1.6, -0.5, -0.4], [-1.4, 0.5, 0.0], [1.2, 0.9, 0.7], [-1.9, 0.9, -0.5], [-0.5, -1.3, -0.6], [-0.2, -0.2, 0.7], [1.1, -0.8, -1.2], [0.0, 0.7, 1.3], [0.2, 0.1, -0.2], [0.6, 0.3, -2.7], [-0.6, 0.0, 0.5], [-0.7, -1.0, -1.1], [0.8, 0.8, -0.4], [-1.1, -0.4, 1.2], [0.8, 0.0, -1.0], [-0.1, 0.2, -0.5], [1.1, 0.0, 0.2], [1.1, -0.3, -1.8], [-0.4, -0.8, 0.8], [0.1, -0.2, -0.1], [-0.2, 0.3, 0.0], [-0.4, 0.0, 0.2], [1.4, 0.6, 0.2], [-0.1, -0.3, 0.8], [-0.1, 0.2, 0.1], [0.7, 0.4, 0.4], [-0.3, -0.3, 1.5], [-0.5, -0.5, 0.3], [-0.6, 0.7, 0.4], [-0.1, -0.4, 0.5], [-0.4, -0.7, 0.2], [-1.3, 1.6, 0.8], [0.5, -0.2, -0.1], [0.3, 0.3, 0.2], [0.9, -0.7, 0.0], [-0.9, 0.8, -0.2]], "mulliken_charge": [0.1901, -1.6905, 2.0363, -1.7060, -2.0452, -0.5072, -0.1354, -0.2913, 0.2015, 0.2659, -0.7565, 0.4129, -1.0122, -0.3105, 0.9611, -0.6176, 2.3169, -1.6052, -1.8669, -1.5009, 2.1170, -2.0725, -1.7583, -1.6424, -0.5064, 1.4805, -0.2574, 0.0568, 2.5615, -1.8290, -1.0145, -2.4739, 0.4998, 0.3346, 0.3589, 0.3995, 0.3685, 0.3170, 0.4675, 0.4572, 0.2928, 0.4550, -0.2690, 0.2769, 0.3031, 0.0391, 0.5674, 0.3895, 0.4743, 0.3364, 0.2286, 0.2995, 0.4089, 0.2768, 0.4047, 0.6769, 0.3094, 0.4990, 0.3642, 0.4029, 0.3715, 0.4481, -0.0074, -0.0117, 0.4604, 0.4880, -0.0663, 0.4370, 0.2843, 0.4992, 0.3501, 0.4404, -0.5865, 0.3910, -0.4611, -0.6513, -0.6681, -0.3954, -0.2623, 0.6124, 0.3678, -0.1038, -0.5357, -0.5824, -0.7347, -0.5905, -0.2533, -0.1784, -0.6483, -0.4638, -0.5687, 0.1781, 0.4384, 0.3675, 0.3519, 0.5363, 0.2871, 0.3219, 0.4218, 0.4657, 0.3532, 0.4480, 0.3501, 0.2939, 0.2784, 0.2142, -0.3588, 0.3015, -0.5702], "total_charge": -1}

=====

Computed LUMO energy, in the same sequence as the records: 0.0689 0.0845 hartree.
Computed highest occupied orbital energy, in the same sequence as the records: -3.67 -5.25 eV.
Computed energy relative to the best compared isomer or geometry (same formula, charge and spin), in the same sequence as the records: 191.02 1.85 kJ/mol.